Entry 1:
Formula: C8H10NO4P
Source: the OMol25 dataset
Level of theory: wB97M-V/def2-TZVPD

HOMO in Eh: 0.01973
Maximum force in eV/A: 3.4
Gap between HOMO and LUMO in eV: 5.57
Relative energy (zero: lowest compared OMol25 entry of this formula, charge and spin) in kJ/mol: 388.7
E_tot in eV: -27424.8119

```
! RIJCOSX wB97M-V def2-TZVPD def2/J DEFGRID3
* xyz -2 1
C -3.5147 -0.9876 -0.5210
C -3.1673 0.2991 -0.2140
C -2.5659 -2.0517 -0.5403
C -1.8624 0.6174 0.2280
C -1.3007 -1.7811 -0.1402
C -0.8388 -0.4869 0.2554
C 1.3009 1.9055 0.0880
C 0.8230 0.8952 1.1489
N 0.4565 -0.4195 0.6127
O 4.0748 -1.7046 -0.2388
O 3.4860 0.0187 -2.0740
O 4.2587 0.8621 0.2198
O 2.7282 -1.2522 0.1214
P 3.6594 -0.1633 -0.6368
H -4.5437 -1.1475 -0.9543
H -3.9539 1.1226 -0.1618
H -2.9433 -3.0288 -0.5789
H -1.5030 1.5808 0.4003
H -0.4764 -2.4906 -0.2204
H 0.4356 1.9622 -0.5280
H 1.5599 2.9343 0.2872
H 2.1035 1.3800 -0.3005
H 1.6764 0.6823 1.8347
H 0.1071 1.2535 1.9126
*
```

Atom charges from the Löwdin analysis, given in e for atoms 1 to 6: C -0.23; C -0.21; C -0.17; C -0.06; C -0.09; C -0.33

***

Entry 2:
Formula: C8H10NOP
Source: the OMol25 dataset
Level of theory: wB97M-V/def2-TZVPD

SMILES: Cc1ccccc1/C=N/[PH2]=O
HOMO in Eh: -0.35419
Maximum force in eV/A: 4.5
Gap between HOMO and LUMO in eV: 8.83
Relative energy (zero: lowest compared OMol25 entry of this formula, charge and spin) in kJ/mol: 0.0
E_tot in eV: -21283.7290

```
! RIJCOSX wB97M-V def2-TZVPD def2/J DEFGRID3
* xyz 0 1
C -0.5301 -1.8684 0.5360
C 0.5629 -0.9731 0.0365
C 1.8256 -1.5177 0.0017
C 2.8516 -0.6785 -0.3544
C 2.6265 0.6522 -0.7534
C 1.3283 1.1207 -0.7753
C 0.2519 0.3631 -0.3590
C -0.9604 1.0617 -0.3375
N -1.1817 2.3473 -0.3219
P -2.6016 3.0914 -0.1105
O -2.7457 4.1125 0.9836
H -0.2569 -2.8767 0.4928
H -0.7002 -1.5257 1.5718
H -1.4539 -1.8775 0.0070
H 2.0941 -2.5518 0.2480
H 3.9306 -1.0208 -0.3097
H 3.4681 1.2896 -1.1041
H 1.1240 2.1398 -1.2459
H -1.8176 0.2993 -0.4167
H -3.4331 1.9184 -0.0871
H -2.9647 3.7538 -1.3415
*
```

Atom charges from the Löwdin analysis, given in e for atoms 1 to 6: C -0.04; C -0.20; C -0.06; C -0.08; C -0.07; C -0.04

***

Entry 3:
Formula: C8H10NOPS
Source: the OMol25 dataset
Level of theory: wB97M-V/def2-TZVPD

HOMO (alpha / beta) in Eh: -0.27295 / -0.27297
Maximum force in eV/A: 3.8
Gap between HOMO and LUMO (alpha / beta) in eV: 6.24 / 6.24
Relative energy (zero: lowest compared OMol25 entry of this formula, charge and spin) in kJ/mol: 290.8
E_tot in eV: -32118.2585

```
! RIJCOSX wB97M-V def2-TZVPD def2/J DEFGRID3
* xyz 0 1
C 1.6246 3.0313 1.6804
C 2.8668 2.5253 1.3479
C 0.5014 2.2581 1.3925
C 2.8814 1.2114 0.7654
C 0.4787 0.9427 0.9671
C 1.7854 0.4110 0.6461
C -1.7467 -2.6286 -2.3681
C -2.7840 -2.2754 -1.3130
N -0.6720 0.2230 0.7489
O -2.2549 -1.3560 -0.4026
P -0.9157 -1.4729 0.6155
S 1.8928 -1.1705 -0.0682
H 1.4177 4.0101 1.9983
H 3.8587 2.9821 1.5872
H -0.5381 2.7358 1.5189
H 3.8951 0.8158 0.5373
H -1.3255 -1.7225 -2.8110
H -0.8608 -3.0574 -1.9764
H -2.1522 -3.3748 -3.1804
H -2.9586 -3.2176 -0.7668
H -3.5883 -1.7533 -1.9347
H -1.4057 0.8825 1.0156
*
```

Atom charges from the Löwdin analysis, given in e for atoms 1 to 6: C -0.11; C -0.08; C -0.07; C -0.15; C -0.38; C -0.70

***

Entry 4:
Formula: C8H10O
Source: the OMol25 dataset
Level of theory: wB97M-V/def2-TZVPD

SMILES: C1=C\C/C=C\OC\C=C/1
HOMO in Eh: -0.31956
Maximum force in eV/A: 6.5
Gap between HOMO and LUMO in eV: 9.53
Relative energy (zero: lowest compared OMol25 entry of this formula, charge and spin) in kJ/mol: 678.1
E_tot in eV: -10498.5752

```
! RIJCOSX wB97M-V def2-TZVPD def2/J DEFGRID3
* xyz 0 1
C 0.0827 -1.9178 -0.2148
C -1.0632 -1.5620 0.3854
C -1.4345 -0.3246 1.0815
C -1.5246 0.6618 0.0260
C -0.8368 1.1968 -1.0082
O 0.5551 1.2912 -1.2517
C 1.2421 1.2889 -0.0310
C 1.7108 0.0722 0.4904
C 1.3582 -1.1919 0.3097
H 0.3369 -2.4949 -1.3551
H -2.0862 -1.9791 0.0738
H -0.5367 -0.0230 1.7056
H -2.2895 -0.4453 1.9400
H -2.4497 1.0592 0.1248
H -1.3287 1.7696 -1.8717
H 0.4576 1.9489 0.5175
H 2.2326 2.0853 -0.1036
H 2.3933 0.2862 1.5095
H 1.6212 -1.8774 1.2384
*
```

Atom charges from the Löwdin analysis, given in e for atoms 1 to 6: C -0.11; C -0.18; C -0.24; C -0.13; C -0.10; O -0.10

***

Entry 5:
Formula: C8H10O
Source: the OMol25 dataset
Level of theory: wB97M-V/def2-TZVPD

HOMO in Eh: -0.33875
Maximum force in eV/A: 19.2
Gap between HOMO and LUMO in eV: 10.10
Relative energy (zero: lowest compared OMol25 entry of this formula, charge and spin) in kJ/mol: 646.3
E_tot in eV: -10498.9049

```
! RIJCOSX wB97M-V def2-TZVPD def2/J DEFGRID3
* xyz 0 1
C 1.9634 1.6510 1.7615
C 0.9726 0.8657 0.7743
C 1.4973 0.0425 -0.1339
C 0.5168 -0.7444 -1.0089
C -0.7718 -0.5577 -0.7946
C -1.6890 -1.4356 -1.6670
C -1.3195 0.1606 0.2578
C -0.4353 0.9233 0.9636
H 1.6137 1.7301 2.7641
H 2.7396 1.4358 2.0026
H 2.2848 2.7911 1.2798
H 2.3798 0.2690 -0.4299
H 0.9797 -1.3170 -1.7912
H -1.1125 -1.8437 -2.3834
H -2.5321 -0.5600 -2.2276
H -1.7303 -2.9776 -0.5274
H -2.2627 0.4304 0.3479
H -0.6141 1.4397 1.6411
O -2.4805 -2.3032 -0.8288
*
```

Atom charges from the Löwdin analysis, given in e for atoms 1 to 6: C 0.02; C -0.20; C 0.01; C 0.01; C -0.27; C -0.22

***

Entry 6:
Formula: C8H10O2
Source: the OMol25 dataset
Level of theory: wB97M-V/def2-TZVPD

HOMO (alpha / beta) in Eh: -0.26726 / -0.26710
Maximum force in eV/A: 3.9
Gap between HOMO and LUMO (alpha / beta) in eV: 7.81 / 7.81
Relative energy (zero: lowest compared OMol25 entry of this formula, charge and spin) in kJ/mol: 593.4
E_tot in eV: -12547.5111

```
! RIJCOSX wB97M-V def2-TZVPD def2/J DEFGRID3
* xyz 0 1
C -1.6245 0.0841 1.4128
C -2.9068 0.4566 1.2270
C -2.1352 0.2183 -0.7712
C -1.0803 -0.0979 0.0738
C 2.3175 1.5819 -1.2579
C 1.8893 1.3173 -0.0676
C 0.9355 -1.4838 0.6544
C 0.2566 -0.5012 -0.2605
O -3.2326 0.5360 -0.1089
O 0.4878 -0.7919 -1.5293
H -1.2424 -0.1734 2.4042
H -3.7856 0.6698 1.8121
H -2.0079 0.1416 -1.7812
H 3.2560 2.2699 -1.4873
H 1.8530 1.0075 -2.1815
H 2.2394 1.6572 0.9467
H 0.1999 -2.0522 1.1309
H 1.5249 -2.2689 0.1234
H 1.8121 -1.1409 1.1912
H 1.2433 -1.4301 -1.5314
*
```

Atom charges from the Löwdin analysis, given in e for atoms 1 to 6: C 0.00; C -0.10; C -0.06; C -0.16; C -0.18; C -0.07

***

Question: The highest E_tot belongs to which entry?
Answer: number 4

***

Question: Which of these has the lowest E_tot?
Answer: C8H10NOPS

***

Question: The lowest E_tot belongs to which entry?
Answer: C8H10NOPS

***

Question: Among the records above, which one has the lowest relative energy (zero: lowest compared OMol25 entry of this formula, charge and spin)?
Answer: C8H10NOP